ORCA calculation (the ωB97M-V functional and the def2-TZVPD basis) on a structure of composition C25H66F3N6O9PtS in a non-equilibrium geometry.

Last column: Mulliken charge in e.
Atoms and positions in Å:
Pt: 2.683 -0.758 6.383  0.7809
C: 1.409 -2.981 -0.208  0.6657
F: 0.466 -3.383 -1.036  -0.1745
F: 2.307 -3.935 0.037  -0.1899
F: 2.025 -1.990 -0.745  -0.1784
S: 0.664 -2.429 1.534  1.1041
O: 1.771 -1.969 2.378  -0.4230
O: -0.325 -1.364 1.186  -0.4295
O: 0.046 -3.639 2.200  -0.3787
C: -5.611 2.608 0.159  -1.4501
C: -4.638 3.390 -0.700  0.5196
C: -5.251 4.757 -1.134  -0.6364
O: -4.283 5.268 -2.022  -0.2695
C: -4.747 6.397 -2.700  -0.8354
N: -3.413 3.608 -0.039  -0.7982
H: -5.975 3.118 1.051  0.3366
H: -5.096 1.820 0.708  0.3590
H: -6.347 2.292 -0.581  0.3822
H: -4.418 2.750 -1.554  0.2583
H: -5.610 5.328 -0.278  0.3998
H: -6.106 4.367 -1.687  0.3174
H: -5.400 7.051 -2.122  0.3205
H: -5.391 6.147 -3.543  0.3184
H: -3.987 7.047 -3.134  0.2680
H: -3.074 2.662 0.056  0.2297
H: -2.812 4.146 -0.647  0.2804
C: 4.335 5.001 4.390  -1.5951
C: 3.745 3.799 3.783  0.6152
C: 3.555 3.848 2.227  -0.6862
O: 4.672 3.993 1.414  -0.3484
C: 4.664 4.001 -0.004  -0.7282
N: 4.518 2.628 4.195  -0.6693
H: 5.413 5.087 4.255  0.3649
H: 4.290 4.933 5.477  0.4380
H: 3.722 5.878 4.180  0.3738
H: 2.774 3.765 4.278  0.1850
H: 2.823 4.577 1.881  0.3961
H: 3.248 2.871 1.852  0.2995
H: 4.326 4.955 -0.409  0.3071
H: 4.178 3.135 -0.453  0.2728
H: 5.715 4.100 -0.277  0.2570
H: 4.832 2.935 5.104  0.2805
H: 5.382 2.563 3.675  0.2623
C: -1.934 2.779 6.983  -1.3338
C: -2.348 1.335 7.011  0.4203
C: -3.903 1.126 6.833  -0.8491
O: -4.304 -0.171 6.992  -0.3524
C: -4.971 -0.747 5.900  -0.7139
N: -1.508 0.816 5.942  -0.6422
H: -2.058 3.216 5.993  0.3546
H: -0.985 3.052 7.446  0.2908
H: -2.725 3.328 7.494  0.3689
H: -2.032 0.964 7.986  0.2292
H: -4.249 1.530 5.881  0.4078
H: -4.567 1.706 7.474  0.4534
H: -5.112 -1.790 6.185  0.2465
H: -4.446 -0.705 4.946  0.3036
H: -5.977 -0.374 5.704  0.3230
H: -1.956 -0.038 5.643  0.2138
H: -1.726 1.222 5.043  0.3003
C: 3.136 -6.377 6.915  -1.4322
C: 3.669 -4.919 6.799  0.1622
C: 4.732 -4.668 5.681  -0.6712
O: 5.084 -3.258 5.821  -0.2301
C: 6.421 -3.028 5.458  -0.8503
N: 2.445 -4.144 6.568  -0.4112
H: 3.924 -6.994 7.348  0.3660
H: 2.851 -6.793 5.949  0.3631
H: 2.390 -6.532 7.694  0.4509
H: 4.068 -4.551 7.744  0.2515
H: 4.369 -4.977 4.701  0.3518
H: 5.576 -5.326 5.888  0.3806
H: 7.133 -3.519 6.121  0.3259
H: 6.736 -1.987 5.385  0.2858
H: 6.678 -3.376 4.457  0.3392
H: 2.017 -4.395 5.688  0.2169
H: 1.703 -4.348 7.222  0.2772
C: -1.722 -6.205 -6.221  -1.3337
C: -2.160 -6.171 -7.635  0.4860
C: -1.406 -7.099 -8.639  -0.8475
O: -1.073 -8.412 -8.225  -0.3453
C: -0.046 -9.200 -8.926  -0.7386
N: -3.517 -6.610 -7.524  -0.7070
H: -2.034 -6.996 -5.539  0.3091
H: -1.993 -5.289 -5.696  0.4308
H: -0.640 -6.090 -6.288  0.3019
H: -2.163 -5.133 -7.969  0.2626
H: -0.448 -6.683 -8.953  0.4157
H: -1.896 -7.161 -9.611  0.4248
H: -0.118 -9.216 -10.014  0.3179
H: -0.333 -10.201 -8.606  0.2534
H: 0.982 -8.960 -8.655  0.2921
H: -4.092 -5.900 -7.094  0.2448
H: -3.668 -7.505 -7.081  0.2332
C: 1.378 1.841 -6.658  -1.3769
C: 1.280 3.371 -6.605  0.2208
C: 0.326 3.874 -7.766  -0.7371
O: 0.305 5.266 -7.669  -0.2969
C: -0.796 5.991 -8.150  -0.6987
N: 0.776 3.820 -5.357  -0.7009
H: 1.842 1.650 -7.625  0.3474
H: 0.382 1.399 -6.612  0.3329
H: 2.055 1.518 -5.867  0.3494
H: 2.248 3.797 -6.868  0.3501
H: -0.665 3.473 -7.555  0.3845
H: 0.628 3.631 -8.785  0.3814
H: -0.845 6.989 -7.715  0.2282
H: -1.678 5.352 -8.103  0.3143
H: -0.754 6.069 -9.236  0.2878
H: -0.185 3.546 -5.209  0.2706
H: 0.817 4.807 -5.565  0.3441

Forces on the atoms, in the same order (eV/Å):
0.03 -1.06 -0.22
-0.25 -0.80 1.22
-0.14 -0.33 0.61
-0.58 -0.20 0.08
0.57 1.61 -0.25
-1.14 0.76 -0.48
-0.91 -0.55 -0.82
1.71 -2.33 0.86
0.76 1.84 -1.16
0.50 0.18 0.24
-1.21 1.04 0.36
0.45 -3.48 -0.81
-0.07 1.10 0.58
-0.95 1.01 -0.98
0.97 0.00 1.21
-0.62 0.79 -0.52
0.08 -0.79 -0.81
-0.54 -0.51 0.87
-0.59 0.27 -0.79
0.58 0.57 -0.08
-0.61 0.75 -0.37
0.18 -0.01 0.66
-0.07 -0.54 -0.26
0.57 -0.44 0.38
1.01 0.15 0.32
0.34 -0.10 0.01
0.59 1.46 1.05
0.14 -0.29 -1.73
-1.18 -1.14 -1.17
2.97 0.93 0.87
0.34 0.88 0.67
-0.27 -0.37 0.49
-0.08 0.50 -0.82
-0.33 -0.26 0.31
0.55 0.34 -0.38
-0.49 -0.58 -0.68
-0.43 0.25 0.63
-1.27 -0.46 0.85
-1.02 -0.02 0.06
-0.06 0.00 0.00
0.12 -0.83 0.02
0.27 -0.58 0.48
0.07 0.04 -0.51
-2.05 1.80 0.70
-0.24 1.28 -0.34
0.42 1.82 -0.22
0.18 -1.61 -0.24
-0.48 -1.07 0.09
-0.55 -2.57 -0.82
0.58 -0.23 -0.30
0.00 -0.37 -0.25
0.16 0.36 0.64
-0.10 -0.63 -0.16
0.51 -0.10 -0.74
0.74 0.53 0.88
0.09 -0.09 -0.22
0.45 0.14 0.03
-0.12 0.54 0.29
0.38 -1.54 0.64
0.19 1.66 0.03
2.02 -0.22 0.63
-1.26 -0.81 -0.31
-0.81 0.56 1.87
-0.27 -0.92 -0.57
1.36 -0.10 -0.74
-0.37 2.13 -0.73
0.41 -0.31 -0.46
-0.20 0.07 0.12
-0.53 0.60 -0.38
0.23 -0.26 -0.04
-0.19 0.57 -0.28
0.28 0.22 0.17
-0.11 -0.12 0.33
-0.80 0.31 0.56
-0.38 -0.43 -0.26
0.18 0.04 -0.48
0.28 -0.04 0.55
3.03 1.47 1.14
-0.88 -2.30 0.32
1.76 0.39 -1.20
0.11 -0.79 0.55
-1.67 0.36 0.64
-2.59 0.19 -1.81
0.18 -0.44 -0.73
-0.46 0.20 -0.16
0.57 -0.48 0.83
0.24 -0.21 -0.51
0.31 0.88 0.40
-0.90 0.12 0.15
-0.31 0.51 -0.13
0.52 -0.05 0.05
-0.11 0.26 0.30
-0.11 -0.24 0.10
0.33 0.13 0.06
0.54 1.20 -0.58
-1.12 -1.61 -2.40
0.37 -0.04 0.56
0.63 1.31 0.90
-0.12 -1.27 -1.33
1.03 1.02 0.48
-0.09 -0.64 -0.02
0.13 -0.23 0.17
-0.29 -0.28 0.02
0.18 0.15 0.61
-0.35 -0.22 -0.12
0.19 -0.58 -0.05
-0.14 -0.38 0.23
-0.60 0.38 0.99
0.51 0.54 -0.37
-0.18 -0.01 -0.15
-0.69 0.67 1.08

Its total charge is +1. As for the energy above the lowest of the compared OMol25 structures with the same formula, charge and spin: 1138.8 kJ/mol. For the orbital gap (alpha / beta), the calculation gives 3.21 / 2.17 eV. As for the LUMO energy (alpha / beta): -0.2325 / -0.2708 Eh. Its spin multiplicity is 3.


ORCA calculation (the ωB97M-V functional and the def2-TZVPD basis) on a structure of composition C25H66MgN5O10 in a non-equilibrium geometry.

Last column: Mulliken charge in e.
Atoms and positions in Å:
Mg: 1.557 -1.895 -19.453  0.9800
C: 4.223 2.621 -17.354  -0.9790
C: 3.948 1.351 -16.578  -0.0627
O: 3.421 0.261 -17.323  -0.5588
H: 4.935 3.307 -16.895  0.3709
H: 3.314 3.204 -17.502  0.2366
H: 4.661 2.554 -18.349  0.2008
H: 3.363 1.631 -15.702  0.1869
H: 4.968 1.090 -16.295  0.2520
C: 0.584 -4.367 -15.560  0.6451
O: 0.588 -3.928 -16.669  -0.6104
N: -0.128 -5.374 -15.178  -0.3812
N: 1.217 -3.776 -14.583  -0.3750
H: -0.144 -5.582 -14.190  0.1660
H: -0.603 -5.928 -15.876  0.2196
H: 1.051 -4.022 -13.618  0.1665
H: 1.826 -2.999 -14.800  0.2010
C: 7.301 1.246 -11.523  -0.9003
C: 6.382 2.310 -10.934  -0.2409
O: 5.273 1.698 -10.191  -0.4960
H: 7.786 0.669 -10.735  0.2819
H: 8.073 1.748 -12.106  0.3015
H: 6.818 0.524 -12.183  0.2538
H: 5.971 2.890 -11.760  0.2546
H: 6.929 3.043 -10.341  0.2587
H: 4.510 1.825 -10.759  0.2848
C: 5.777 8.623 -20.522  -0.9342
C: 5.014 8.002 -19.270  -0.1544
O: 4.765 9.126 -18.442  -0.5101
H: 5.221 9.451 -20.960  0.2780
H: 5.705 8.043 -21.442  0.3655
H: 6.733 9.053 -20.223  0.2279
H: 5.590 7.219 -18.778  0.1535
H: 4.060 7.621 -19.636  0.2721
H: 5.544 9.423 -17.967  0.2741
C: -0.374 0.242 -18.771  -0.9491
O: 0.276 0.103 -20.008  -0.1333
C: 0.440 1.243 -20.839  -0.8149
C: 1.386 0.912 -21.998  -0.5979
N: 2.551 0.106 -21.550  0.0579
C: 3.444 -0.207 -22.713  -0.7189
C: 4.542 0.848 -22.952  -0.6102
O: 5.339 1.065 -21.814  -0.2856
C: 6.391 1.938 -22.148  -0.8722
H: -0.961 -0.624 -18.466  0.3802
H: -1.040 1.104 -18.821  0.3600
H: 0.286 0.466 -17.933  0.3840
H: 0.947 2.026 -20.275  0.4144
H: -0.520 1.607 -21.204  0.4118
H: 1.627 1.926 -22.317  0.3117
H: 0.761 0.391 -22.723  0.4359
H: 3.131 0.812 -21.120  0.0729
H: 2.799 -0.336 -23.582  0.3784
H: 4.033 -1.095 -22.482  0.3126
H: 3.954 1.759 -23.060  0.3579
H: 5.121 0.529 -23.819  0.4711
H: 6.068 2.895 -22.560  0.3530
H: 7.067 1.499 -22.882  0.3540
H: 7.048 2.078 -21.290  0.2686
C: -2.771 0.137 -9.693  -0.8403
O: -1.936 0.701 -10.763  -0.3007
C: -0.567 0.693 -10.413  -0.7657
C: 0.147 1.099 -11.730  -0.4759
N: 0.521 2.526 -11.801  -0.3850
C: -0.565 3.488 -11.588  -0.6761
C: -1.470 3.709 -12.847  -0.5786
O: -0.641 3.981 -13.996  -0.2835
C: -1.217 4.568 -15.135  -0.7570
H: -3.737 -0.101 -10.136  0.2557
H: -2.981 0.960 -9.010  0.3244
H: -2.359 -0.616 -9.021  0.3333
H: -0.245 -0.292 -10.076  0.4722
H: -0.479 1.397 -9.586  0.4261
H: -0.525 0.748 -12.513  0.2804
H: 1.060 0.520 -11.871  0.4322
H: 0.737 2.679 -12.775  0.2231
H: -0.032 4.425 -11.426  0.3546
H: -1.153 3.232 -10.707  0.3614
H: -2.099 4.550 -12.553  0.4021
H: -2.159 2.896 -13.078  0.3842
H: -1.688 3.739 -15.664  0.2707
H: -0.464 4.993 -15.799  0.2405
H: -1.967 5.318 -14.885  0.3030
C: 9.626 5.492 -16.515  -0.7177
O: 9.897 6.834 -16.435  -0.3072
C: 8.783 7.583 -15.928  -0.4470
C: 8.940 9.067 -16.302  -0.5410
N: 7.865 9.857 -15.725  -0.2617
C: 8.286 11.295 -15.735  -0.7655
C: 7.174 12.295 -15.575  -0.4973
O: 6.636 12.323 -14.261  -0.3203
C: 5.714 13.363 -14.192  -0.7967
H: 9.456 5.049 -15.533  0.3158
H: 10.446 4.946 -16.980  0.2731
H: 8.693 5.217 -17.007  0.2689
H: 8.585 7.420 -14.868  0.3309
H: 7.829 7.204 -16.295  0.2552
H: 8.888 9.153 -17.388  0.2253
H: 9.936 9.439 -16.064  0.3474
H: 7.755 9.605 -14.753  0.2196
H: 8.746 11.520 -16.697  0.4097
H: 9.098 11.329 -15.008  0.4715
H: 6.407 12.144 -16.335  0.2828
H: 7.625 13.260 -15.808  0.3583
H: 4.803 13.210 -14.769  0.3201
H: 6.134 14.364 -14.295  0.3163
H: 5.251 13.342 -13.206  0.2876

Forces on the atoms, in the same order (eV/Å):
0.30 2.14 0.01
-0.33 1.43 -1.03
-0.50 -0.52 -1.75
0.58 0.50 0.68
-0.09 -0.14 0.74
-0.23 0.05 0.06
-0.08 -0.91 -0.15
-0.06 -0.35 0.30
0.22 -0.88 0.56
-0.05 1.13 0.50
0.44 1.16 -4.44
-2.13 -3.32 0.94
2.13 1.79 2.65
-0.31 -0.59 -0.52
-0.04 0.08 0.48
0.35 0.20 -0.26
-0.27 -0.14 0.19
0.31 0.16 0.37
-0.87 -0.80 -0.47
1.10 0.76 -0.57
0.04 0.05 0.05
0.17 -0.02 -0.01
-0.36 0.21 0.04
-0.18 0.08 -0.09
-0.06 -0.35 0.47
-0.19 -0.08 0.21
-1.31 -0.36 0.13
1.14 2.04 -1.95
-0.91 -0.34 0.66
-0.46 0.54 0.94
1.14 -0.96 0.27
0.25 -0.56 -0.35
-0.01 -0.04 0.02
-0.05 -0.04 0.38
0.28 -0.27 0.01
-0.81 1.60 1.04
0.44 -2.28 -0.10
1.17 0.13 0.48
-1.19 -0.35 0.85
0.02 0.70 -0.91
0.81 -0.46 0.67
-1.89 0.14 0.40
-0.07 -0.60 -0.05
1.19 -0.01 0.10
-0.04 -0.31 -0.56
-0.34 -0.12 0.03
0.59 -0.01 -0.16
-0.28 0.13 0.44
-0.06 -0.08 0.03
0.38 -0.18 -0.77
0.57 -0.15 -0.40
0.20 -0.12 1.37
0.45 -0.15 -0.20
-0.53 -0.50 -0.07
0.38 0.60 -1.03
0.05 0.38 -0.17
-0.31 0.12 0.20
-0.15 -0.28 -0.39
-0.49 0.18 0.27
-0.14 2.10 -0.51
-1.23 -1.88 1.20
-0.06 0.61 -1.00
0.20 0.07 1.04
-0.63 -0.73 -0.20
0.30 -0.17 -1.26
0.23 0.27 0.32
0.77 0.28 1.43
-0.67 -0.89 0.16
0.28 -0.48 -0.02
-0.09 0.26 0.20
0.41 -0.52 -0.80
0.01 -0.17 0.00
0.77 0.17 0.06
-0.28 0.20 -0.23
0.17 0.04 0.21
0.69 0.11 -0.19
-0.34 0.24 0.19
-0.11 0.09 -0.16
-0.11 0.45 -0.45
0.13 -0.40 0.10
-0.47 0.17 -0.51
0.21 0.03 0.38
-0.01 0.13 0.01
-0.31 -1.68 0.56
-0.75 1.52 0.11
0.08 0.20 -0.43
-0.23 -0.93 -0.09
0.03 0.93 -0.46
-0.21 -1.39 -0.06
0.76 0.01 0.39
0.29 -0.14 -0.94
-1.42 0.13 1.68
0.34 -0.06 0.54
0.05 0.29 -0.06
-0.19 0.43 -0.72
0.88 0.19 0.62
-0.07 -0.06 -0.91
-0.11 -0.08 -0.16
0.28 -0.11 0.48
-0.13 -0.09 0.17
-0.04 -0.19 -0.20
-0.03 0.89 0.29
-0.28 -0.31 0.03
0.01 0.42 0.10
0.31 0.04 -1.01
0.18 -0.02 -0.47
0.47 -0.02 0.46

Its total charge is +1. For the orbital gap, the calculation gives 3.64 eV. As for the LUMO energy: -0.2333 Eh.